1.
Density functional theory data (wB97M-V/def2-TZVPD) for a molecular structure, C38H34BCl5LuN8O2SSe2 in a non-equilibrium geometry.

## Properties
- HOMO energy: -4.4 eV
- Kohn-Sham gap: 6.47 eV
- Net charge: -1
- Lowest unoccupied orbital energy: 2.0 eV

XYZ file:
```
92
C38H34BCl5LuN8O2SSe2 wB97M-V/def2-TZVPD
Lu -0.068 -0.419 -0.689
C 4.054 0.158 -0.385
C 3.261 0.066 0.876
C 3.814 -0.064 2.155
C 2.738 -0.199 3.006
C 2.770 -0.437 4.480
N 1.618 -0.132 2.260
N 1.933 0.032 0.950
B 0.181 -0.105 2.830
N -0.544 1.142 2.297
N -0.697 1.404 0.975
C -1.334 2.567 0.884
C -1.660 3.217 -0.411
C -1.597 3.069 2.166
C -1.077 2.134 3.037
C -1.041 2.191 4.528
N -0.619 -1.364 2.468
N -0.810 -1.768 1.188
C -1.502 -2.903 1.233
C -1.895 -3.678 0.023
C -1.779 -3.230 2.565
C -1.202 -2.228 3.318
C -1.239 -2.054 4.801
H 4.950 0.754 -0.215
H 4.369 -0.841 -0.695
H 3.486 0.601 -1.197
H 4.859 -0.067 2.418
H 3.807 -0.541 4.794
H 2.316 0.384 5.037
H 2.236 -1.354 4.731
H 0.255 -0.019 4.013
H -1.265 2.614 -1.221
H -2.739 3.296 -0.540
H -1.225 4.217 -0.455
H -2.101 3.987 2.418
H -1.535 3.103 4.860
H -1.552 1.335 4.968
H -0.014 2.197 4.897
H -1.173 -3.530 -0.776
H -1.950 -4.740 0.261
H -2.874 -3.354 -0.335
H -2.324 -4.090 2.915
H -1.817 -2.866 5.238
H -0.236 -2.063 5.229
H -1.713 -1.109 5.068
Se 2.331 2.783 -2.824
Se 0.673 4.340 -3.092
C -0.737 3.122 -3.614
C -1.927 3.636 -4.106
C -2.866 2.733 -4.581
C -2.576 1.381 -4.555
C -1.378 0.972 -3.990
N -0.469 1.830 -3.524
C 2.773 3.206 -0.991
C 4.026 3.718 -0.674
C 4.273 4.032 0.653
C 3.276 3.811 1.591
C 2.066 3.284 1.163
N 1.818 2.986 -0.108
H -2.099 4.705 -4.112
H -3.809 3.092 -4.974
H -3.265 0.646 -4.946
H -1.118 -0.075 -3.949
H 4.762 3.870 -1.450
H 5.226 4.450 0.953
H 3.427 4.040 2.637
H 1.263 3.085 1.864
Cl 1.708 -0.476 -2.838
C 2.290 -1.914 -2.046
C 1.690 -2.195 -0.823
C 2.237 -3.306 -0.185
Cl 1.639 -3.721 1.396
C 3.269 -4.080 -0.713
Cl 3.903 -5.434 0.152
C 3.810 -3.747 -1.953
Cl 5.101 -4.674 -2.624
C 3.315 -2.640 -2.632
Cl 3.987 -2.174 -4.152
O -1.314 -2.781 -4.032
C -1.667 -2.175 -3.027
O -0.847 -1.684 -2.163
C -3.136 -1.976 -2.764
C -4.011 -2.851 -3.409
C -5.377 -2.781 -3.226
C -5.894 -1.802 -2.382
C -5.047 -0.914 -1.752
C -3.652 -0.973 -1.921
S -2.725 0.275 -1.124
H -3.574 -3.594 -4.065
H -6.037 -3.476 -3.731
H -6.964 -1.728 -2.222
H -5.438 -0.138 -1.106
```

=====

2.
Density functional theory data (wB97M-V/def2-TZVPD) for a molecular structure, C38H34Br2I2N3O3RhSi.

## Properties
- HOMO energy: -7.7 eV
- Kohn-Sham gap: 7.47 eV
- Lowest unoccupied orbital energy: -0.2 eV

XYZ file:
```
84
C38H34Br2I2N3O3RhSi wB97M-V/def2-TZVPD
Rh -0.497 -0.613 -0.248
I 4.104 -3.804 4.461
C 2.448 -2.939 3.532
C 1.254 -3.637 3.471
C 0.160 -3.083 2.822
I -1.655 -4.094 2.795
C 0.248 -1.829 2.213
O -0.774 -1.280 1.598
C 1.458 -1.104 2.347
C 1.527 0.262 1.716
N 1.376 0.075 0.248
C 1.912 1.095 -0.670
C 0.910 1.434 -1.743
C 1.042 2.587 -2.502
C 0.088 2.885 -3.458
C -0.982 2.021 -3.629
C -1.045 0.896 -2.833
N -0.116 0.596 -1.926
C 2.551 -1.669 2.979
H 1.169 -4.616 3.922
H 2.488 0.730 1.944
H 0.721 0.912 2.054
H 1.857 -0.803 0.040
H 2.796 0.684 -1.166
H 2.234 1.984 -0.128
H 1.880 3.248 -2.322
H 0.169 3.786 -4.051
H -1.763 2.218 -4.348
H -1.862 0.186 -2.915
H 3.481 -1.117 3.050
Br 2.011 -4.955 -0.486
C 0.172 -4.607 -0.677
C -0.732 -5.679 -0.744
C -2.075 -5.462 -0.853
Br -3.243 -6.950 -0.936
C -2.600 -4.147 -0.856
C -3.974 -3.813 -0.862
C -4.357 -2.507 -0.758
C -3.377 -1.505 -0.653
N -2.097 -1.786 -0.682
C -1.680 -3.087 -0.779
C -0.256 -3.296 -0.740
O 0.545 -2.260 -0.764
H -0.346 -6.688 -0.701
H -4.709 -4.604 -0.926
H -5.398 -2.220 -0.737
H -3.646 -0.462 -0.536
C -2.943 4.285 2.497
C -2.032 3.536 1.523
C -1.965 4.301 0.196
C -0.620 3.486 2.110
Si -2.654 1.763 1.143
O -1.538 1.054 0.246
C -4.270 1.986 0.179
C -4.347 1.687 -1.181
C -5.518 1.858 -1.909
C -6.655 2.343 -1.281
C -6.605 2.659 0.071
C -5.429 2.484 0.785
C -3.059 0.798 2.719
C -4.321 0.286 3.021
C -4.558 -0.436 4.185
C -3.529 -0.662 5.083
C -2.259 -0.174 4.804
C -2.034 0.538 3.638
H -2.513 5.263 2.741
H -3.074 3.737 3.434
H -3.931 4.466 2.068
H -1.580 5.314 0.362
H -2.948 4.390 -0.272
H -1.300 3.799 -0.514
H -0.203 4.498 2.172
H 0.040 2.889 1.479
H -0.610 3.070 3.120
H -3.460 1.310 -1.681
H -5.541 1.615 -2.965
H -7.574 2.476 -1.839
H -7.486 3.042 0.571
H -5.419 2.743 1.838
H -5.143 0.433 2.331
H -5.550 -0.824 4.385
H -3.708 -1.227 5.990
H -1.441 -0.363 5.488
H -1.027 0.877 3.427
```

=====

3.
Density functional theory data (wB97M-V/def2-TZVPD) for a molecular structure, C38H34BrN3O6Tl in a non-equilibrium geometry.

## Properties
- ΔE to the lowest compared entry with this formula, charge and spin: 0.0 kcal/mol
- HOMO energy: -10.1 eV
- Kohn-Sham gap: 6.63 eV
- Net charge: +1
- Lowest unoccupied orbital energy: -3.5 eV

XYZ file:
```
83
C38H34BrN3O6Tl wB97M-V/def2-TZVPD
Tl -0.595 0.119 0.255
O -3.754 -3.475 2.938
C -4.573 -2.377 2.979
C -5.824 -2.437 3.577
C -6.645 -1.324 3.604
C -6.217 -0.141 3.028
C -4.967 -0.076 2.435
C -4.133 -1.182 2.403
C -2.719 -1.090 1.839
O -2.453 0.130 1.319
N -2.568 -2.141 0.802
N -1.730 -1.955 -0.184
C -1.401 -2.865 -1.034
C -0.677 -2.622 -2.247
Br -0.403 -0.756 -2.651
C -0.330 -3.640 -3.063
C 0.201 -3.737 -4.404
C -0.060 -4.950 -5.060
C 0.330 -5.156 -6.366
C 1.035 -4.170 -7.039
C 1.333 -2.980 -6.394
C 0.914 -2.752 -5.095
H -4.106 -4.156 3.527
H -6.146 -3.368 4.022
H -7.611 -1.386 4.080
H -6.846 0.735 3.041
H -4.608 0.844 2.003
H -2.012 -1.350 2.660
H -2.826 -3.082 1.082
H -1.757 -3.884 -0.886
H -0.578 -4.618 -2.659
H -0.604 -5.722 -4.533
H 0.093 -6.088 -6.857
H 1.364 -4.337 -8.053
H 1.899 -2.223 -6.916
H 1.153 -1.813 -4.621
C 3.625 -1.749 -0.520
C 2.485 -1.177 0.294
O 1.391 -1.067 -0.295
C 2.712 -0.832 1.667
C 4.001 -0.954 2.234
C 4.245 -0.667 3.548
C 3.198 -0.223 4.365
C 1.941 -0.074 3.855
C 1.642 -0.375 2.501
O 0.407 -0.281 2.142
H 3.253 -2.013 -1.508
H 4.027 -2.644 -0.047
H 4.429 -1.023 -0.624
H 4.817 -1.295 1.619
H 5.233 -0.784 3.961
H 3.386 0.008 5.401
H 1.122 0.254 4.473
C 4.466 1.862 -1.862
O 3.534 2.843 -1.457
C 3.117 2.879 -0.162
C 3.740 2.280 0.921
C 3.217 2.441 2.194
C 2.054 3.160 2.405
C 1.422 3.768 1.339
C 1.958 3.654 0.061
N 1.482 4.383 -1.030
C 0.292 4.902 -1.253
C -0.940 4.568 -0.664
C -1.988 5.523 -0.711
C -3.218 5.258 -0.186
C -3.463 4.004 0.393
C -2.498 3.033 0.409
C -1.213 3.253 -0.130
O -0.301 2.346 -0.226
H 5.347 1.838 -1.217
H 4.762 2.141 -2.872
H 3.987 0.879 -1.884
H 4.637 1.695 0.795
H 3.730 1.991 3.026
H 1.642 3.250 3.397
H 0.539 4.366 1.495
H 2.216 4.554 -1.713
H 0.278 5.687 -2.005
H -1.767 6.494 -1.130
H -3.994 6.005 -0.200
H -4.434 3.801 0.818
H -2.694 2.064 0.847
```

=====

4.
Density functional theory data (wB97M-V/def2-TZVPD) for a molecular structure, C38H34CrN4O9S.

## Properties
- ΔE to the lowest compared entry with this formula, charge and spin: 23.3 kcal/mol
- HOMO energy (alpha / beta): -1.0 / -1.8 eV
- Spin multiplicity: 5
- Kohn-Sham gap (alpha / beta): 5.33 / 6.14 eV
- Net charge: -2
- Lowest unoccupied orbital energy (alpha / beta): 4.3 / 4.3 eV
- <S²>: 6.0573

XYZ file:
```
87
C38H34CrN4O9S wB97M-V/def2-TZVPD
Cr 0.529 0.174 -0.116
O 0.730 -0.686 -4.460
C -0.578 -0.629 -4.748
C -0.945 -0.788 -6.089
C -2.272 -0.739 -6.467
C -3.270 -0.530 -5.518
C -2.911 -0.378 -4.191
C -1.580 -0.422 -3.781
C -1.235 -0.256 -2.344
O 0.026 -0.151 -2.052
N -2.185 -0.208 -1.468
N -1.623 -0.080 -0.193
C -2.468 -0.185 0.762
C -2.118 -0.198 2.158
C -3.131 -0.359 3.111
C -2.848 -0.431 4.456
C -1.510 -0.344 4.863
C -0.494 -0.187 3.951
C -0.766 -0.117 2.565
O 0.214 0.057 1.742
H 0.816 -0.511 -3.486
H -0.156 -0.950 -6.812
H -2.533 -0.865 -7.512
H -4.311 -0.494 -5.811
H -3.660 -0.227 -3.424
H -3.514 -0.321 0.489
H -4.156 -0.443 2.763
H -3.639 -0.566 5.183
H -1.268 -0.403 5.919
H 0.541 -0.113 4.257
N -0.995 2.530 -1.069
C -0.589 3.784 -0.461
C 0.931 3.870 -0.509
C 1.594 3.048 0.602
O 2.103 3.677 1.534
O 1.615 1.771 0.492
H -0.679 2.474 -2.031
H -1.995 2.376 -1.055
H -0.927 3.781 0.579
H -1.032 4.668 -0.942
H 1.248 4.906 -0.397
H 1.270 3.502 -1.484
C 4.244 4.964 0.076
O 4.498 3.591 -0.111
C 4.185 3.036 -1.321
C 3.816 3.752 -2.441
C 3.527 3.080 -3.632
C 3.633 1.702 -3.677
C 4.012 0.978 -2.551
C 4.277 1.627 -1.350
N 4.671 1.014 -0.186
C 4.963 -0.311 0.059
C 4.286 -1.471 -0.414
C 4.985 -2.697 -0.407
C 4.390 -3.879 -0.795
C 3.056 -3.868 -1.204
C 2.330 -2.688 -1.200
C 2.905 -1.481 -0.789
O 2.236 -0.340 -0.756
H 4.430 5.167 1.127
H 3.203 5.204 -0.144
H 4.902 5.580 -0.549
H 3.736 4.830 -2.393
H 3.215 3.641 -4.504
H 3.397 1.165 -4.588
H 4.074 -0.101 -2.597
H 4.821 1.656 0.575
H 5.800 -0.461 0.733
H 6.024 -2.688 -0.090
H 4.951 -4.806 -0.774
H 2.569 -4.789 -1.503
H 1.278 -2.689 -1.461
O 1.293 -9.364 -0.832
C 0.950 -8.784 0.361
O 1.026 -9.463 1.357
C 0.523 -7.378 0.312
C 0.243 -6.685 -0.875
C -0.157 -5.368 -0.861
C -0.305 -4.640 0.346
S -0.833 -3.007 0.354
C -0.013 -5.356 1.534
C 0.376 -6.675 1.516
H 1.269 -8.684 -1.516
H 0.301 -7.172 -1.846
H -0.382 -4.858 -1.790
H -0.105 -4.827 2.474
H 0.590 -7.198 2.440
```

=====

5.
Density functional theory data (wB97M-V/def2-TZVPD) for a molecular structure, C38H35BrN3O2RuSSi in a non-equilibrium geometry.

## Properties
- ΔE to the lowest compared entry with this formula, charge and spin: 0.0 kcal/mol
- HOMO energy (alpha / beta): -7.9 / -7.7 eV
- Spin multiplicity: 2
- Kohn-Sham gap (alpha / beta): 7.85 / 7.61 eV
- Lowest unoccupied orbital energy (alpha / beta): 0.0 / -0.1 eV
- <S²>: 0.7572

XYZ file:
```
82
C38H35BrN3O2RuSSi wB97M-V/def2-TZVPD
Ru 0.615 0.854 -0.455
C -0.458 0.390 1.303
Si -0.788 -1.411 1.380
C -1.223 -1.815 -0.391
N -0.190 -1.374 -1.364
C 1.045 -2.238 -1.261
C 1.707 -2.485 -2.605
C 0.771 -3.277 -3.524
C -0.692 -2.829 -3.331
C -0.737 -1.426 -2.742
C -2.283 -1.882 2.414
C -2.204 -2.736 3.518
C -3.329 -3.031 4.282
C -4.558 -2.475 3.956
C -4.661 -1.622 2.863
C -3.534 -1.333 2.106
C 0.664 -2.390 2.012
C 1.720 -1.757 2.668
C 2.808 -2.482 3.146
C 2.849 -3.858 2.981
C 1.795 -4.512 2.348
C 0.715 -3.782 1.875
H -0.012 0.763 2.229
H -1.397 0.938 1.138
H -2.126 -1.229 -0.592
H -1.497 -2.873 -0.533
H 0.763 -3.208 -0.832
H 1.751 -1.781 -0.575
H 2.631 -3.040 -2.432
H 2.003 -1.537 -3.052
H 0.862 -4.344 -3.308
H 1.074 -3.140 -4.564
H -1.227 -3.520 -2.676
H -1.227 -2.825 -4.282
H -1.757 -1.047 -2.710
H -0.155 -0.766 -3.386
H -1.251 -3.176 3.789
H -3.245 -3.697 5.133
H -5.433 -2.699 4.554
H -5.618 -1.183 2.604
H -3.633 -0.659 1.257
H 1.702 -0.682 2.803
H 3.623 -1.967 3.644
H 3.697 -4.425 3.348
H 1.819 -5.589 2.225
H -0.105 -4.308 1.391
S 0.362 4.443 2.356
C -0.762 4.942 1.144
C -1.647 6.019 1.182
C -2.393 6.287 0.055
C -2.215 5.524 -1.106
C -1.339 4.458 -1.132
C -0.643 4.117 0.025
N 0.281 3.065 0.174
C 0.904 3.178 1.314
C 2.020 2.315 1.645
C 2.965 2.613 2.627
C 4.075 1.801 2.766
C 4.236 0.713 1.904
C 3.277 0.417 0.951
C 2.126 1.206 0.824
H -1.726 6.639 2.067
H -3.095 7.111 0.058
H -2.766 5.779 -2.002
H -1.152 3.928 -2.052
H 2.847 3.490 3.258
H 4.821 2.024 3.518
H 5.125 0.094 1.983
H 3.417 -0.429 0.292
Br -2.781 1.485 -1.600
C -1.390 1.802 -2.844
C -1.718 2.289 -4.100
C -0.690 2.485 -4.995
C 0.604 2.143 -4.630
C 0.822 1.636 -3.366
N -0.156 1.511 -2.475
C 2.206 1.083 -2.963
O 3.099 1.172 -3.783
O 2.210 0.512 -1.822
H -2.747 2.499 -4.353
H -0.902 2.882 -5.981
H 1.453 2.235 -5.293
```